Below is 14 unconnected molecules or ions with the total composition H28O14 in a non-equilibrium geometry, with properties calculated with wB97M-V/def2-TZVPD.

XYZ file:
```
42
Properties=species:S:1:pos:R:3:forces:R:3:nbo_charge:R:1
O 0.620476 -2.930500 -1.748738 0.2 0.3 -0.8 -0.953
H 0.289476 -2.364500 -2.450738 0.2 0.0 -0.5 0.453
H -0.179524 -3.003500 -1.228738 -0.4 -0.7 1.2 0.496
O 2.615476 -1.050500 -2.047738 0.8 1.6 -1.2 -0.971
H 2.353476 -0.621500 -2.898738 0.2 -0.8 1.1 0.471
H 2.011476 -1.757500 -1.849738 -0.8 -0.7 0.2 0.502
O 2.477476 1.501500 -0.862738 -0.2 0.0 0.9 -0.981
H 2.395476 0.590500 -1.161738 0.0 -0.5 -0.2 0.508
H 3.036476 1.946500 -1.484738 0.4 0.4 -0.4 0.482
O 0.110476 -0.225500 -0.253738 0.9 0.1 0.7 -1.015
H 0.519476 0.263500 0.515262 -0.6 -0.5 -0.9 0.511
H -0.686524 -0.636500 0.106262 -0.3 0.4 0.2 0.499
O 0.893476 -2.386500 1.492262 -0.6 0.2 1.3 -0.994
H 1.600476 -3.024500 1.505262 0.3 -0.1 -0.4 0.487
H 0.864476 -1.888500 0.679262 0.5 0.1 -0.8 0.498
O -1.430524 2.354500 0.985262 0.6 0.1 -1.8 -0.937
H -0.643524 2.864500 1.188262 0.1 0.1 -0.1 0.476
H -1.863524 2.053500 1.745262 -1.0 -0.4 1.8 0.452
O -1.722524 -1.220500 1.544262 1.0 -0.1 1.2 -0.966
H -0.952524 -1.296500 2.146262 0.1 -0.8 -0.8 0.496
H -2.204524 -0.575500 2.054262 -1.1 0.6 -0.4 0.489
O 2.929476 2.791500 2.042262 0.5 0.4 0.6 -0.946
H 2.963476 2.557500 2.971262 0.7 0.5 0.5 0.441
H 2.201476 2.208500 1.826262 -0.2 0.0 -0.9 0.470
O -0.249524 1.553500 -2.268738 -0.1 -1.6 -0.5 -0.952
H -0.149524 1.063500 -1.405738 -0.1 0.6 -0.8 0.502
H -0.253524 0.803500 -2.918738 0.1 1.2 0.8 0.423
O -3.800524 0.350500 0.327262 0.1 0.9 0.4 -0.963
H -4.589524 -0.147500 0.499262 -0.5 -0.5 0.0 0.466
H -3.205524 -0.191500 -0.190738 0.2 -0.3 -0.2 0.490
O 1.181476 0.952500 2.073262 -1.4 0.3 -1.4 -0.948
H 0.478476 1.201500 2.669262 0.0 -0.2 0.5 0.497
H 1.867476 0.450500 2.466262 0.7 -1.0 1.0 0.505
O -1.442524 -3.715500 -0.018738 -0.3 -0.8 -1.4 -0.935
H -1.744524 -2.875500 0.285262 -0.3 1.2 1.1 0.488
H -2.075524 -3.867500 -0.743738 0.3 -0.4 0.3 0.469
O 1.016476 3.593500 0.071262 0.0 -1.0 -0.4 -0.970
H 0.998476 3.845500 0.993262 0.7 0.1 0.2 0.451
H 1.533476 2.737500 -0.038738 -0.7 1.3 0.1 0.502
O -2.600524 -0.880500 -1.920738 -0.8 -0.3 0.4 -0.969
H -1.860524 -0.764500 -2.510738 0.1 0.4 -0.2 0.480
H -3.303524 -0.259500 -2.182738 0.6 -0.2 -0.1 0.497
```
Positions in Å, forces in eV/Å.

## Properties
Gap between HOMO and LUMO, eV: 9.889
Relative energy (zero: lowest compared OMol25 entry of this formula, charge and spin), kcal per mole: 48.8

Below is 14 unconnected molecules or ions with the total composition H28O14 in a non-equilibrium geometry, with properties calculated with wB97M-V/def2-TZVPD.

XYZ file:
```
42
Properties=species:S:1:pos:R:3:forces:R:3:nbo_charge:R:1
O 0.485499 0.106730 3.120409 1.1 0.3 -1.1 -0.978
H 0.458542 0.632770 2.297518 0.3 0.0 0.6 0.486
H -0.417218 0.101698 3.401845 -1.2 0.1 0.6 0.481
O -2.257145 -0.203124 0.843103 -0.4 -1.4 -0.8 -1.004
H -2.371966 -1.213146 0.942474 0.4 1.2 0.1 0.514
H -2.945786 0.062466 0.217827 0.1 0.1 0.1 0.495
O 3.595562 0.790387 0.751004 0.5 -0.9 0.6 -0.931
H 3.548553 -0.156794 0.961165 0.1 0.5 0.2 0.454
H 3.067939 0.855186 -0.035616 -0.4 0.5 -0.7 0.475
O -2.137078 -2.900673 1.356941 0.4 0.4 -0.5 -0.946
H -2.827516 -3.079769 0.715649 -0.3 -0.4 -0.1 0.470
H -1.322720 -2.946964 0.805372 -0.3 0.0 0.4 0.519
O 0.480091 0.021518 0.034028 -0.9 0.8 1.7 -0.991
H -0.475880 -0.140056 0.203573 0.5 0.3 0.0 0.503
H 0.672729 -0.439526 -0.748525 0.6 -1.1 -1.6 0.478
O -0.204424 2.502658 1.414827 0.8 -0.2 -0.9 -0.941
H 0.331641 3.261031 1.155666 0.5 -0.3 -0.3 0.495
H -0.854913 2.912860 1.939867 -1.4 0.6 1.5 0.473
O -2.349925 -0.118556 3.438888 0.0 0.3 0.7 -0.980
H -2.357107 -0.066550 2.472624 -0.1 0.0 0.0 0.487
H -2.169685 -1.035025 3.650454 -0.1 -0.3 0.0 0.475
O 0.707971 -2.419816 1.932389 -0.2 -1.8 -0.5 -0.986
H 1.634627 -2.457297 2.182457 -0.2 0.6 0.1 0.477
H 0.412711 -1.523065 1.818160 0.6 0.9 0.4 0.498
O -0.940803 0.093000 -2.415484 -0.3 0.2 -0.1 -1.007
H -1.511612 0.120410 -3.199664 0.2 -0.1 0.3 0.490
H -1.344510 0.724076 -1.780957 0.1 0.1 -0.2 0.513
O 1.471181 1.223551 -3.970928 0.4 1.2 -1.2 -0.946
H 0.943244 0.885122 -3.269200 -0.6 -1.0 0.9 0.488
H 2.105185 0.563841 -4.239643 0.0 -0.1 0.0 0.455
O 2.266384 -0.903897 -2.193624 0.4 0.2 -2.4 -0.952
H 2.978889 -1.225477 -1.661325 0.7 -0.3 0.8 0.479
H 2.710042 -0.824917 -3.100080 -1.1 -0.2 2.0 0.474
O -0.702026 -2.418599 -1.121712 1.5 -1.9 0.7 -0.992
H -0.606374 -1.537776 -1.484511 0.1 0.3 -0.6 0.495
H 0.210801 -2.837490 -1.006034 -1.8 1.2 -0.3 0.491
O 1.731531 2.239758 -0.996797 1.1 2.5 -1.0 -0.967
H 1.364347 2.464987 -1.861270 0.4 0.0 0.0 0.470
H 1.270888 1.485426 -0.734618 -1.6 -2.1 1.1 0.481
O -1.853118 2.277636 -0.797285 -2.3 -2.4 0.9 -0.967
H -1.500785 2.215848 0.096525 0.3 -0.4 0.5 0.500
H -1.297765 2.907556 -1.135494 2.1 2.6 -1.8 0.469
```
Positions in Å, forces in eV/Å.

## Properties
Gap between HOMO and LUMO, eV: 10.134
Relative energy (zero: lowest compared OMol25 entry of this formula, charge and spin), kcal per mole: 30.2